{
  "formula": "C43H55F5N2O6PRbSi2Te",
  "method": "ωB97M-V/def2-TZVPD",
  "elements": ["Rb", "O", "C", "O", "C", "C", "C", "C", "C", "O", "C", "C", "O", "O", "H", "H", "H", "H", "H", "H", "H", "H", "C", "C", "C", "C", "C", "O", "C", "N", "C", "C", "C", "C", "C", "C", "P", "C", "C", "C", "C", "C", "C", "C", "C", "C", "C", "C", "C", "H", "H", "H", "H", "H", "H", "H", "H", "H", "H", "H", "H", "H", "H", "H", "H", "H", "H", "H", "H", "H", "H", "H", "H", "N", "C", "H", "F", "C", "F", "C", "F", "F", "F", "C", "Si", "C", "C", "C", "Te", "C", "Si", "C", "C", "C", "H", "H", "H", "H", "H", "H", "H", "H", "H", "H", "H", "H", "H", "H", "H", "H", "H", "H", "H", "H", "H", "H"],
  "xyz": [[0.545, 0.003, 0.733], [4.174, 0.936, -1.871], [3.437, 0.234, -1.154], [2.207, 0.290, -1.029], [4.219, -0.760, -0.234], [4.499, -0.016, 1.081], [5.475, -0.862, 1.935], [4.502, -1.898, 2.521], [3.213, -1.541, 1.766], [3.268, -0.122, 1.766], [3.392, -1.940, 0.288], [2.064, -2.190, -0.445], [2.071, -2.458, -1.646], [1.042, -2.268, 0.296], [5.139, -1.047, -0.752], [4.788, 1.028, 0.947], [6.249, -1.312, 1.312], [5.962, -0.265, 2.711], [4.808, -2.931, 2.372], [4.344, -1.735, 3.587], [2.299, -1.891, 2.241], [3.937, -2.887, 0.188], [2.498, 5.846, -0.003], [3.205, 4.520, 0.258], [4.712, 4.621, 0.005], [2.616, 3.377, -0.577], [2.783, 3.476, -2.114], [1.484, 3.179, -2.622], [0.695, 2.978, -1.560], [1.191, 3.168, -0.401], [-0.655, 2.487, -1.771], [-0.937, 1.672, -2.862], [-2.172, 1.057, -2.956], [-3.088, 1.183, -1.921], [-2.820, 2.022, -0.853], [-1.625, 2.726, -0.791], [-1.254, 4.027, 0.454], [-1.709, 3.060, 1.942], [-3.007, 2.926, 2.420], [-3.265, 2.096, 3.495], [-2.233, 1.405, 4.108], [-0.933, 1.559, 3.656], [-0.671, 2.390, 2.583], [-2.762, 5.100, 0.300], [-3.786, 4.987, -0.635], [-4.784, 5.944, -0.715], [-4.763, 7.051, 0.116], [-3.738, 7.190, 1.039], [-2.754, 6.225, 1.127], [2.844, 6.609, 0.692], [1.426, 5.715, 0.131], [2.687, 6.196, -1.016], [3.039, 4.249, 1.308], [4.916, 4.985, -1.001], [5.178, 3.644, 0.108], [5.182, 5.308, 0.710], [3.098, 2.455, -0.237], [3.481, 2.707, -2.461], [3.080, 4.469, -2.469], [-0.173, 1.513, -3.608], [-2.416, 0.449, -3.814], [-4.026, 0.651, -1.967], [-3.536, 2.106, -0.050], [-3.814, 3.469, 1.944], [-4.283, 1.991, 3.848], [-2.428, 0.740, 4.934], [-0.130, 1.035, 4.154], [0.342, 2.534, 2.224], [-3.817, 4.141, -1.304], [-5.583, 5.825, -1.437], [-5.529, 7.810, 0.032], [-3.700, 8.060, 1.681], [-1.954, 6.330, 1.848], [-1.986, -0.900, 1.153], [-2.146, -0.999, -0.054], [-1.344, -1.410, 1.763], [0.767, -1.124, 4.425], [-0.492, -1.720, 4.793], [-0.654, -2.700, 3.772], [-0.204, -2.510, 6.048], [-1.290, -3.223, 6.440], [0.829, -3.422, 6.087], [0.053, -1.683, 7.095], [1.720, -5.381, 1.257], [0.246, -5.402, 0.043], [0.923, -5.423, -1.751], [-0.597, -7.129, 0.223], [-1.058, -4.068, 0.389], [-0.841, -2.641, -1.189], [-2.845, -3.277, -1.933], [-2.793, -3.275, -3.800], [-1.316, -2.286, -4.496], [-4.413, -2.537, -4.533], [-2.629, -5.088, -4.415], [2.276, -6.314, 1.242], [1.385, -5.207, 2.273], [2.400, -4.579, 1.000], [1.544, -6.294, -1.956], [1.519, -4.529, -1.923], [0.109, -5.413, -2.474], [0.094, -7.915, -0.062], [-1.475, -7.219, -0.410], [-0.906, -7.319, 1.244], [-0.879, -3.553, 1.329], [-2.079, -4.433, 0.380], [-3.584, -2.599, -1.515], [-3.047, -4.276, -1.553], [-1.102, -1.449, -3.837], [-1.488, -1.895, -5.497], [-0.418, -2.898, -4.520], [-4.759, -1.699, -3.936], [-5.208, -3.275, -4.553], [-4.273, -2.180, -5.548], [-1.799, -5.576, -3.913], [-2.458, -5.151, -5.485], [-3.525, -5.660, -4.194]],
  "homo_ev": -1.848,
  "e_above_lowest_kcal_mol": 76.1,
  "charge": -2
}

***

{
  "formula": "C8H7IrN3O5S2",
  "method": "ωB97M-V/def2-TZVPD",
  "elements": ["Ir", "N", "C", "S", "N", "N", "C", "C", "C", "C", "C", "C", "C", "O", "H", "H", "H", "H", "H", "H", "H", "O", "S", "O", "O", "O"],
  "xyz": [[1.208, 0.223, 1.128], [1.208, 4.553, 0.875], [1.193, 3.201, 0.995], [2.344, 2.112, 1.644], [0.117, 2.707, 0.427], [0.039, 1.390, 0.134], [-0.933, 1.058, -0.744], [-1.344, -0.270, -1.134], [-2.387, -0.542, -2.092], [-2.889, -1.818, -2.339], [-2.225, -2.846, -1.691], [-1.144, -2.693, -0.871], [-0.719, -1.376, -0.555], [0.288, -1.365, 0.263], [1.875, 5.101, 1.422], [0.243, 4.954, 0.881], [-1.590, 1.905, -0.992], [-2.929, 0.371, -2.472], [-3.778, -1.999, -2.937], [-2.598, -3.865, -1.845], [-0.783, -3.451, -0.170], [2.336, -2.786, 2.455], [3.042, -1.575, 2.073], [4.479, -1.667, 2.166], [2.453, -1.153, 0.651], [2.493, -0.171, 2.726]],
  "spin_multiplicity": 5,
  "homo_ev": [-2.521, -5.219],
  "s_squared": 6.033,
  "charge": -1
}

***

{
  "formula": "C2H6N5O2",
  "method": "ωB97M-V/def2-TZVPD",
  "elements": ["C", "C", "N", "N", "N", "N", "N", "O", "O", "H", "H", "H", "H", "H", "H"],
  "xyz": [[-0.125, -0.121, 0.318], [0.816, -1.237, -1.422], [-0.855, -0.100, 1.867], [0.485, -1.257, 0.053], [-0.197, 0.745, -0.586], [-1.095, 0.957, 2.543], [0.457, 0.240, -1.776], [-1.675, 1.046, 3.571], [-0.773, 2.125, 1.869], [1.797, -1.462, -1.539], [0.258, -1.928, -2.094], [0.177, -2.117, 0.586], [-0.574, 1.935, 0.965], [1.331, 0.744, -1.672], [-0.028, 0.430, -2.683]],
  "homo_ev": -14.574,
  "e_above_lowest_kcal_mol": 114.5,
  "charge": 1,
  "smiles": "[O-]/[N+](O)=N/C1=N[NH2+]CN1"
}